C34H40F5FeO2SSe | ωB97M-V/def2-TZVPD

Geometry as XYZ:
```
84
Properties=species:S:1:pos:R:3:lowdin_charge:R:1
Fe 0.65445 -1.06591 2.50758 0.678
C 4.49141 5.17992 1.20304 -0.044
C 4.38540 4.29379 2.45171 -0.556
C 3.46167 4.96645 3.47746 -0.044
C 5.77577 4.16583 3.07497 -0.064
C 3.80132 2.93631 2.05963 -0.157
C 2.51116 2.86300 1.56614 -0.049
C 1.99823 1.62283 1.22630 -0.389
Se 0.26008 1.36841 0.50746 1.450
C -0.85721 1.95417 1.93640 -0.385
C -1.02497 3.25919 2.35796 -0.039
C -1.86896 3.48587 3.43332 -0.161
C -2.49205 2.37243 4.00308 0.028
C -2.32681 1.04940 3.60114 -0.086
C -1.44703 0.83527 2.52400 -0.398
O -1.08575 -0.34524 2.00234 -0.276
C -3.08657 -0.03180 4.38047 -0.529
C -4.59274 0.19677 4.18257 -0.043
C -2.74237 0.09073 5.87610 -0.043
C -2.77309 -1.46719 3.94790 -0.055
C -2.11299 4.87548 4.01798 -0.557
C -3.61784 5.17483 4.04324 -0.046
C -1.55841 4.91455 5.44910 -0.039
C -1.41873 5.96486 3.19998 -0.065
C 2.68945 0.41563 1.39044 -0.399
O 2.01874 -0.71447 1.16220 -0.246
C 4.03023 0.48382 1.82431 -0.080
C 4.52488 1.74098 2.14954 0.051
C 4.89443 -0.77439 1.90942 -0.524
C 6.32053 -0.45926 2.36743 -0.064
C 4.30697 -1.78025 2.90729 -0.031
C 4.97238 -1.41365 0.51465 -0.034
H 4.92397 6.14941 1.46071 0.085
H 5.12496 4.71088 0.44798 0.091
H 3.51142 5.35751 0.75644 0.078
H 3.87532 5.93046 3.78172 0.086
H 2.46638 5.14787 3.06783 0.066
H 3.34977 4.34211 4.36566 0.095
H 6.12972 5.15394 3.37356 0.086
H 5.76142 3.53320 3.96460 0.091
H 6.50105 3.75560 2.36955 0.087
H 1.91023 3.75520 1.43797 0.104
H -0.50591 4.06731 1.86102 0.098
H -3.14342 2.54831 4.85048 0.106
H -4.89349 1.20068 4.48533 0.076
H -4.87106 0.06171 3.13546 0.092
H -5.15939 -0.51969 4.78186 0.087
H -3.20543 0.96828 6.33092 0.077
H -3.10729 -0.78802 6.41193 0.086
H -1.66298 0.15768 6.01884 0.067
H -3.00130 -1.64075 2.89783 0.087
H -1.72575 -1.71513 4.12348 0.060
H -3.37866 -2.14626 4.55248 0.087
H -4.15636 4.48627 4.69535 0.076
H -3.79288 6.18735 4.41307 0.085
H -4.04728 5.09616 3.04265 0.092
H -2.06556 4.19349 6.09203 0.080
H -0.49287 4.67745 5.45727 0.090
H -1.69496 5.90814 5.88245 0.086
H -1.73695 5.95070 2.15536 0.089
H -1.66921 6.94438 3.60992 0.087
H -0.33149 5.86251 3.23457 0.076
H 5.53793 1.79740 2.51571 0.087
H 6.34070 -0.01810 3.36613 0.089
H 6.89254 -1.38777 2.40590 0.087
H 6.83107 0.21530 1.67704 0.089
H 4.25181 -1.34482 3.90739 0.092
H 3.30996 -2.10184 2.61113 0.062
H 4.94357 -2.66726 2.95213 0.095
H 5.43921 -0.72738 -0.19504 0.091
H 5.57581 -2.32347 0.55576 0.087
H 3.98140 -1.67258 0.14480 0.078
F 3.42052 -5.25113 6.60808 0.128
C 2.89210 -4.11101 6.16460 -0.140
C 3.08587 -2.93016 6.86101 -0.139
F 3.80561 -2.93989 7.98110 0.130
C 2.54125 -1.74716 6.39263 -0.244
F 2.76138 -0.63328 7.09350 0.093
C 1.78673 -1.69461 5.22608 -0.534
S 1.09098 -0.21313 4.60688 0.738
C 1.62448 -2.89975 4.55794 -0.226
F 0.94206 -2.90654 3.36899 -0.002
C 2.15410 -4.09406 4.99457 -0.146
F 1.97375 -5.21857 4.29929 0.128
```

The expectation value of S² is 8.769. The value obtained for the total energy is -164158.0114 eV. For the energy above the lowest of the compared OMol25 structures with the same formula, charge and spin, the calculation gives 100.74 kJ/mol. The multiplicity is 6. Its strongest force on any atom is 1.32 eV/A.

C34H40F5O3PtSe | ωB97M-V/def2-TZVPD

Geometry as XYZ:
```
84
Properties=species:S:1:pos:R:3:lowdin_charge:R:1
Pt 0.96663 -1.10180 -1.95581 1.001
C -3.67318 -3.92756 3.58221 -0.072
C -3.69946 -2.75418 2.60247 -0.561
C -3.62813 -1.45258 3.41359 -0.051
C -5.03158 -2.79812 1.84051 -0.053
C -2.53868 -2.80370 1.61052 -0.183
C -2.40467 -1.81525 0.64548 -0.079
C -1.34869 -1.84198 -0.24161 -0.386
Se -1.25666 -0.58977 -1.70732 1.133
C -0.74288 1.17362 -1.11506 -0.387
C -1.63946 1.96931 -0.42063 -0.071
C -1.32199 3.28360 -0.12979 -0.183
C -0.09151 3.74104 -0.60795 0.001
C 0.82365 2.98861 -1.33082 -0.075
C 0.49905 1.63340 -1.61480 -0.358
O 1.30740 0.85997 -2.31553 -0.283
C 2.11631 3.70185 -1.77057 -0.519
C 3.13120 2.82280 -2.50673 -0.059
C 2.83198 4.26626 -0.53099 -0.049
C 1.74532 4.85889 -2.71234 -0.049
C -2.23348 4.21899 0.66080 -0.561
C -3.52869 3.52645 1.08568 -0.073
C -1.50904 4.69620 1.92743 -0.050
C -2.60004 5.43634 -0.19929 -0.052
C -0.38093 -2.88086 -0.28042 -0.369
O 0.56511 -2.92481 -1.19681 -0.289
C -0.50109 -3.88311 0.71655 -0.082
C -1.57194 -3.80612 1.60436 0.007
C 0.46460 -5.07128 0.89298 -0.529
C 0.95772 -5.10695 2.34972 -0.057
C 1.71818 -5.04616 0.00953 -0.060
C -0.29561 -6.37139 0.58845 -0.052
H -4.52107 -3.85069 4.26668 0.080
H -3.74692 -4.88539 3.06320 0.084
H -2.75925 -3.93059 4.17957 0.085
H -4.44998 -1.40335 4.13357 0.079
H -2.68462 -1.39217 3.95907 0.090
H -3.69446 -0.57698 2.76596 0.072
H -5.87383 -2.75926 2.53714 0.079
H -5.12386 -1.95590 1.15332 0.075
H -5.10791 -3.71651 1.25530 0.088
H -3.12597 -1.00748 0.57350 0.099
H -2.58344 1.53682 -0.11281 0.089
H 0.16985 4.77267 -0.40250 0.097
H 3.43990 1.96591 -1.90984 0.080
H 2.73044 2.44256 -3.44386 0.091
H 4.01454 3.43032 -2.72564 0.092
H 3.09834 3.45834 0.15302 0.093
H 3.75161 4.77209 -0.83602 0.081
H 2.22171 4.98533 0.01673 0.068
H 1.23220 4.47781 -3.59732 0.091
H 1.09048 5.58589 -2.22819 0.071
H 2.64929 5.37976 -3.03931 0.081
H -3.32957 2.66641 1.72834 0.082
H -4.15217 4.22664 1.64614 0.081
H -4.10204 3.18469 0.22149 0.085
H -1.23279 3.84581 2.55347 0.090
H -0.59584 5.24051 1.68230 0.075
H -2.15305 5.36131 2.50975 0.079
H -3.11830 5.12191 -1.10719 0.089
H -3.25385 6.11467 0.35612 0.079
H -1.71159 5.99425 -0.49843 0.074
H -1.65270 -4.59140 2.34377 0.086
H 1.49264 -4.18659 2.59069 0.093
H 0.14537 -5.22489 3.06810 0.067
H 1.64487 -5.94624 2.48414 0.079
H 2.29942 -4.13599 0.14713 0.090
H 2.34081 -5.90334 0.28566 0.079
H 1.47773 -5.11431 -1.04774 0.082
H -1.15434 -6.50311 1.25027 0.073
H -0.65906 -6.36565 -0.44093 0.089
H 0.36648 -7.23282 0.71309 0.079
F 6.95444 1.72951 -3.68436 0.088
C 5.97454 0.92416 -3.23311 -0.168
C 4.90689 0.58800 -4.04400 -0.172
F 4.85247 1.07265 -5.29574 0.100
C 3.90146 -0.23567 -3.57929 -0.175
F 2.89952 -0.53780 -4.41791 0.087
C 3.89174 -0.76074 -2.27452 -0.313
O 2.96801 -1.54679 -1.80281 -0.206
C 5.00243 -0.40348 -1.48874 -0.147
F 5.07978 -0.85675 -0.22683 0.098
C 6.01555 0.41389 -1.94933 -0.156
F 7.04468 0.73027 -1.14490 0.097
```

The value obtained for the total energy is -124232.5241 eV. For the energy above the lowest of the compared OMol25 structures with the same formula, charge and spin, the calculation gives 0.00 kJ/mol. The net charge is -1. The multiplicity is 1. Its strongest force on any atom is 0.85 eV/A.

C34H40N4O2P2Zr | ωB97M-V/def2-TZVPD

Geometry as XYZ:
```
83
Properties=species:S:1:pos:R:3:lowdin_charge:R:1
Zr 1.32446 -1.43270 1.17450 1.715
C 4.59419 -4.56670 1.47439 -0.108
C 4.66537 -4.33844 0.17341 -0.128
C 4.10169 -5.14653 -0.95304 -0.169
C 2.92379 -6.04360 -0.54748 -0.159
C 1.92378 -5.30019 0.26068 -0.118
C 1.83749 -4.98526 1.56043 -0.129
C 2.66768 -5.54748 2.65935 -0.172
C 4.11332 -5.79382 2.21190 -0.156
C -0.42697 -1.68646 2.50480 -0.247
H 5.01144 -3.82214 2.15807 0.091
H 5.33937 -3.56396 -0.20849 0.096
H 4.85633 -5.73498 -1.50396 0.142
H 3.73273 -4.43365 -1.70442 0.071
H 2.42405 -6.33207 -1.48392 0.127
H 3.26392 -6.98597 -0.11204 0.121
H 1.05837 -5.12149 -0.35621 0.048
H 1.05933 -4.34027 1.96182 0.050
H 2.23150 -6.47873 3.08164 0.145
H 2.64948 -4.79164 3.46052 0.116
H 4.70806 -5.92652 3.13035 0.129
H 4.16414 -6.71341 1.60726 0.115
H -0.41854 -0.94137 3.32181 0.030
H -0.60072 -2.66457 2.96569 0.008
H -1.32361 -1.43608 1.89799 0.040
P 0.37640 -2.76032 -1.10324 1.126
P 2.46146 0.02774 -1.71496 1.135
N -0.86301 -4.36595 -0.66892 -0.172
N -0.75811 -2.37887 -2.33181 -0.279
N 3.31134 -0.39870 -0.12079 -0.260
N 3.67320 1.18365 -2.10263 -0.298
C 1.88350 -2.83640 -2.16272 -0.355
C 2.83218 -1.61170 -2.47645 -0.327
C -0.99609 -4.70957 0.67181 -0.235
C -1.53479 -5.98637 0.83229 -0.057
C -1.91285 -6.40697 -0.47967 -0.049
C -1.45278 -5.42047 -1.37236 -0.123
C -2.09343 -2.14707 -1.95659 -0.138
C -2.87153 -2.14406 -3.09496 -0.047
C -2.01434 -2.41489 -4.21313 -0.049
C -0.73373 -2.58504 -3.72282 -0.117
C 2.92973 0.33985 1.05260 -0.256
C 3.56591 -0.25851 2.15535 -0.072
C 4.48561 -1.21412 1.64181 -0.022
C 4.34705 -1.23092 0.25833 -0.097
C 5.05403 0.96005 -2.16068 -0.128
C 5.66764 2.11564 -2.62017 -0.045
C 4.64425 3.10621 -2.80895 -0.054
C 3.43371 2.53039 -2.46507 -0.111
H 1.59862 -3.32090 -3.10951 0.081
H 2.47391 -3.59084 -1.61558 0.016
H 3.87084 -1.95642 -2.32698 0.077
H 2.75973 -1.34045 -3.54856 0.101
H -0.72162 -4.02693 1.45033 0.040
H -1.63702 -6.50632 1.78200 0.111
H -2.47415 -7.29958 -0.72982 0.108
H -1.54883 -5.38927 -2.44835 0.107
H -2.33556 -2.04049 -0.90952 0.110
H -3.93816 -1.98254 -3.12386 0.111
H -2.30464 -2.48077 -5.25282 0.112
H 0.19036 -2.83252 -4.23179 0.099
H 2.64543 1.36649 0.89638 0.150
H 3.54256 0.13052 3.16479 0.140
H 5.18246 -1.80478 2.22917 0.121
H 4.95811 -1.66516 -0.51807 0.102
H 5.46637 0.01388 -1.84830 0.090
H 6.72465 2.24666 -2.78409 0.109
H 4.81388 4.12586 -3.13366 0.113
H 2.42157 2.92177 -2.42339 0.105
O 0.49184 0.73986 1.76413 -0.122
C -0.00925 0.90269 0.60141 -0.533
O 0.02297 -0.15633 -0.16803 -0.290
C -0.47912 2.22667 0.11724 -0.151
C -0.90226 2.49191 -1.19698 -0.009
C -1.26948 3.80321 -1.52633 -0.046
C -1.20938 4.82594 -0.56147 -0.033
C -0.76735 4.54101 0.73445 -0.039
C -0.38786 3.24238 1.06179 -0.011
H -0.91651 1.67362 -1.92028 0.118
H -1.60267 4.03082 -2.54027 0.117
H -1.48177 5.85428 -0.80666 0.122
H -0.70911 5.30081 1.51105 0.119
H 0.00118 2.96662 2.03946 0.124
```

The value obtained for the total energy is -65800.4634 eV. For the energy above the lowest of the compared OMol25 structures with the same formula, charge and spin, the calculation gives 213.52 kJ/mol. The net charge is +2. The multiplicity is 1. Its strongest force on any atom is 4.33 eV/A.